This record from the Open Molecules 2025 dataset describes 2 unconnected molecules or ions with the total composition C18H21F3IO4S in a non-equilibrium geometry. The level of theory is wB97M-V/def2-TZVPD.

## Properties
2S+1 = 1
lowest unoccupied orbital energy = 2.68 eV
total energy = -54278.7435 eV
charge = -1
E_HOMO = -1.33 eV

Last column: natural (NBO) charge in e.
Positions of all 48 atoms, in Å:
C1 -4.174 1.927 -3.156  -0.627
C2 -3.366 2.587 -2.088  -0.082
O1 -2.064 1.970 -2.254  -0.521
C3 -1.414 2.100 -1.113  0.830
C4 -0.187 1.072 -1.089  -0.489
C5 0.905 2.196 -1.066  0.635
O2 0.826 3.165 -0.320  -0.499
C6 1.978 1.841 -2.082  -0.525
C7 1.538 0.572 -2.842  -0.411
C8 0.204 0.070 -2.267  -0.407
O3 -1.833 2.767 -0.181  -0.584
H1 -5.165 2.394 -3.179  0.205
H2 -3.647 1.973 -4.112  0.208
H3 -4.290 0.868 -2.906  0.218
H4 -3.265 3.678 -2.194  0.184
H5 -3.781 2.371 -1.088  0.219
H6 1.917 2.700 -2.760  0.231
H7 2.987 1.736 -1.655  0.256
H8 1.381 0.782 -3.910  0.204
H9 2.317 -0.203 -2.711  0.227
H10 0.344 -0.980 -1.930  0.247
H11 -0.638 0.049 -2.977  0.222
C9 0.050 -3.357 3.190  -0.295
C10 0.408 -1.605 2.797  0.121
C11 -0.205 -0.764 3.831  -0.676
C12 1.646 -1.376 2.079  -0.170
C13 2.119 -0.090 1.620  -0.152
I1 1.802 1.785 2.600  0.075
C14 2.992 -0.025 0.518  -0.302
C15 3.520 -1.222 -0.004  -0.370
C16 3.344 -2.443 0.688  -0.203
C17 2.455 -2.492 1.759  -0.292
O4 -0.524 -2.518 2.213  -0.565
S1 -0.518 0.384 0.393  0.333
C18 -2.325 -0.471 0.345  0.886
F1 -3.198 0.190 -0.475  -0.363
F2 -2.347 -1.769 -0.025  -0.320
F3 -2.863 -0.377 1.602  -0.331
H12 0.741 -3.201 4.101  0.141
H13 -0.906 -3.594 3.721  0.163
H14 0.561 -4.131 2.608  0.189
H15 0.301 -0.979 4.802  0.170
H16 -0.008 0.296 3.585  0.230
H17 -1.304 -0.975 3.941  0.215
H18 3.303 0.984 0.094  0.203
H19 4.057 -1.182 -0.959  0.186
H20 3.926 -3.337 0.432  0.192
H21 2.398 -3.366 2.424  0.196